[1]
{
  "formula": "C2H6N5",
  "method": "the ωB97M-V functional and the def2-TZVPD basis",
  "symbols": ["C", "C", "N", "N", "N", "N", "N", "H", "H", "H", "H", "H", "H"],
  "coordinates": [[-1.5882, 0.0657, -0.2627], [0.4120, 0.4574, 0.8268], [-0.8355, -0.0797, -1.2465], [-0.2675, 0.0515, -2.3271], [-0.9740, 0.4391, 0.8993], [1.1442, 0.8563, 1.8826], [0.3068, -0.9118, -3.0306], [-2.5798, -0.2045, -0.4128], [-1.4216, 0.6693, 1.7437], [0.8600, 1.0659, 2.9188], [2.1481, 0.7125, 1.7066], [0.9881, -0.6521, -3.7696], [0.6550, -1.7902, -2.4379]],
  "forces_ev_per_a": [[1.3577, 0.0535, 0.1166], [0.4005, 0.8812, 1.5530], [0.4741, -0.9462, 0.2412], [0.6851, 1.8333, -1.7543], [1.8349, -0.1388, -0.1197], [-1.0472, -0.9780, 0.1725], [1.7566, -4.1792, 0.4713], [-2.3296, 0.1763, 0.8678], [-1.2921, 0.4345, 1.0835], [0.4173, -0.6418, -2.5167], [-0.6672, 0.5424, 0.4394], [-0.9826, 0.2805, 0.8984], [-0.6075, 2.6822, -1.4530]],
  "lowdin_charge": [-0.09, -0.05, 0.04, -0.02, 0.08, 0.10, 0.06, 0.13, 0.14, 0.18, 0.12, 0.13, 0.17],
  "charge": 1,
  "homo_ev": [-10.86, -13.18],
  "s_squared": 2.029,
  "orbital_gap_ev": [6.805, 5.655],
  "spin_multiplicity": 3
}

[2]
{
  "formula": "C2H6N5S",
  "method": "the ωB97M-V functional and the def2-TZVPD basis",
  "symbols": ["C", "C", "N", "N", "N", "N", "N", "S", "H", "H", "H", "H", "H", "H"],
  "coordinates": [[1.1977, -0.3095, -0.9190], [-0.4250, 0.9290, 0.3540], [0.2152, 1.1210, -3.0759], [0.1209, -0.3101, -0.1100], [0.1258, 1.9752, -0.1425], [1.6674, -1.3969, -1.4342], [-1.3232, 0.8458, 1.3405], [1.1741, 1.5405, -2.0958], [-0.0758, -1.1033, 0.4656], [-0.0732, 2.8741, 0.2113], [2.5361, -1.3242, -1.9972], [1.2908, -2.3581, -1.2009], [-1.4917, 0.1546, 2.0197], [-1.9254, 1.6228, 1.4041]],
  "forces_ev_per_a": [[-0.7237, 1.3279, -0.0943], [2.0654, -0.5019, 0.2780], [0.2101, 0.4131, -0.3540], [0.3144, 0.5374, 0.4050], [-0.1392, -1.3883, -0.6223], [0.6240, -1.5894, 0.1996], [-0.2432, 0.8861, -0.9031], [-0.2905, -0.6537, -0.1335], [-0.4939, -0.7291, 0.0240], [-0.5824, 0.9819, 0.5406], [-1.0353, -0.3765, 0.5342], [0.7112, 1.4111, -0.5374], [0.1805, -1.2718, 0.3049], [-0.5973, 0.9530, 0.3583]],
  "lowdin_charge": [-0.35, -0.46, -0.39, 0.10, 0.02, 0.15, 0.21, 0.95, 0.15, 0.08, 0.15, 0.17, 0.11, 0.11],
  "charge": 1,
  "homo_ev": -13.32,
  "orbital_gap_ev": 9.357
}

[3]
{
  "formula": "C2H6N6",
  "method": "the ωB97M-V functional and the def2-TZVPD basis",
  "symbols": ["H", "N", "C", "N", "C", "N", "N", "N", "N", "H", "H", "H", "H", "H"],
  "coordinates": [[3.2664, -0.3875, -0.0473], [2.3938, 0.2465, -0.0755], [1.2803, -0.2674, -0.0633], [0.9552, -1.6423, 0.1856], [-0.3190, -1.7770, -0.1450], [-0.8301, -0.6229, -0.3988], [-2.1502, -0.1224, 0.0911], [0.0295, 0.3528, 0.0093], [-0.1162, 1.7396, -0.0336], [-1.0037, -2.6138, 0.1139], [-2.2758, 0.8391, -0.5805], [-1.9942, 0.3474, 1.0100], [0.3886, 1.8007, -1.0202], [0.3756, 2.1069, 0.9544]],
  "forces_ev_per_a": [[-2.4797, 1.0394, 0.0172], [4.0719, 1.2349, -0.5256], [-1.9583, -3.0317, 2.1207], [-0.5170, -1.2029, -1.7171], [2.2135, -2.2272, 3.0385], [-6.4987, 5.8493, 0.0353], [-0.3659, 2.0280, -2.9660], [4.1868, -0.5083, 1.2512], [1.5164, -0.3796, -1.0438], [0.8443, 0.4494, -0.7709], [0.2496, -3.5536, 2.3216], [0.3343, -0.8042, -0.6693], [-0.5252, 2.1225, 3.0620], [-1.0717, -1.0160, -4.1537]],
  "lowdin_charge": [0.09, 0.11, -0.54, 0.12, -0.19, -0.16, 0.05, -0.23, 0.04, 0.15, 0.15, 0.07, 0.14, 0.19],
  "homo_ev": -8.44,
  "smiles": "[H]/N=c1\\ncn(N)n1N",
  "orbital_gap_ev": 8.915
}

Relative energy (zero: lowest compared OMol25 entry of this formula, charge and spin): 18.3 41.7 90.7 (kcal/mol)